A molecular structure, C48H52BrCl5IrN6OSbSi3. Source: OMol25; level of theory: the ωB97M-V functional and the def2-TZVPD basis.

Orbital gap (spin up / spin down) = 5.454 / 6.100 eV
Charge = +1
Multiplicity = 6

Atoms and positions in Å:
Ir: -1.419 1.927 -0.115
Br: -6.840 -4.618 2.175
C: -5.384 -4.225 3.327
C: -5.186 -2.861 3.754
C: -4.091 -2.487 4.487
C: -3.106 -3.479 4.721
C: -3.315 -4.820 4.441
C: -4.486 -5.206 3.749
N: -1.750 -3.089 4.986
N: -1.447 -1.886 5.158
C: -0.866 -1.073 4.178
C: -0.381 0.132 4.693
C: -0.103 1.222 3.874
C: -0.350 1.137 2.504
O: -0.254 2.214 1.729
C: -0.833 -0.084 1.979
N: -1.193 0.005 0.632
C: -1.656 -1.127 0.024
C: -1.698 -2.357 0.660
C: -1.371 -2.416 2.034
C: -1.055 -1.258 2.755
H: -5.908 -2.169 3.302
H: -4.024 -1.485 4.910
H: -2.471 -5.531 4.648
H: -4.711 -6.258 3.651
H: -0.418 0.263 5.762
H: 0.331 2.149 4.303
H: -2.043 -1.007 -0.977
H: -2.058 -3.278 0.170
H: -1.489 -3.347 2.573
C: 0.890 -1.058 -1.571
Sb: 0.792 0.972 -0.714
C: -1.645 1.420 -2.059
C: -2.523 0.331 -2.733
C: -3.641 -0.292 -2.130
C: -4.590 -0.914 -2.989
C: -4.441 -0.906 -4.394
C: -3.169 -0.536 -4.812
N: -2.247 0.076 -4.068
Si: -0.685 2.126 -3.642
C: 0.270 3.639 -3.201
C: -1.856 2.776 -4.939
C: 0.688 1.106 -4.458
C: 4.195 -1.299 -0.124
C: 3.962 -0.181 0.738
C: 5.107 0.258 1.552
C: 5.038 1.427 2.311
C: 3.903 2.271 2.107
C: 2.891 1.894 1.244
N: 2.808 0.631 0.705
Si: 4.369 -3.050 0.475
C: 6.117 -3.707 -0.001
C: 4.194 -3.269 2.322
C: 3.088 -4.250 -0.218
Si: 5.091 -0.956 -1.734
C: 4.569 -2.251 -2.997
C: 4.689 0.788 -2.357
C: 6.971 -0.985 -1.821
H: 0.026 -1.206 -2.207
H: 0.920 -1.639 -0.695
H: 1.788 -1.236 -2.142
H: -3.863 -0.243 -1.072
H: -5.447 -1.380 -2.482
H: -5.199 -1.045 -5.143
H: -2.829 -0.671 -5.862
H: -0.338 4.503 -2.858
H: 0.800 3.904 -4.171
H: 1.077 3.489 -2.471
H: -1.876 3.871 -4.829
H: -2.862 2.383 -4.768
H: -1.486 2.597 -5.936
H: 0.423 0.091 -4.627
H: 1.637 1.205 -3.929
H: 0.785 1.667 -5.407
H: 6.034 -0.336 1.452
H: 5.752 1.686 3.128
H: 3.856 3.260 2.581
H: 2.037 2.519 1.015
H: 6.945 -3.118 0.401
H: 6.328 -3.879 -1.115
H: 6.269 -4.723 0.399
H: 4.768 -2.456 2.853
H: 4.582 -4.279 2.585
H: 3.098 -3.083 2.657
H: 3.564 -4.744 -1.072
H: 2.093 -3.721 -0.330
H: 2.964 -5.007 0.582
H: 4.832 -1.916 -3.994
H: 3.481 -2.348 -2.942
H: 5.071 -3.224 -2.785
H: 3.625 0.950 -2.680
H: 5.321 1.115 -3.186
H: 4.799 1.552 -1.511
H: 7.293 -0.534 -2.755
H: 7.276 -2.012 -1.855
H: 7.527 -0.528 -0.970
C: -0.219 5.606 2.311
C: 0.476 5.481 1.083
C: -0.005 4.579 0.082
N: -1.165 3.917 0.279
C: -2.017 4.378 1.245
C: -1.532 5.092 2.338
H: 0.253 6.045 3.220
H: 1.392 5.991 0.881
H: 0.649 4.343 -0.780
H: -3.102 4.104 1.150
H: -2.286 5.427 3.094
Cl: -3.602 3.719 -2.198
C: -4.400 2.884 -0.905
C: -3.658 2.140 0.062
C: -4.347 1.604 1.164
Cl: -3.656 1.293 2.792
C: -5.686 1.248 0.991
Cl: -6.457 0.218 2.174
C: -6.436 1.763 -0.085
Cl: -8.112 1.531 -0.126
C: -5.782 2.667 -0.980
Cl: -6.641 3.462 -2.234



A molecular structure, C48H52Cl2N9NiO. Source: OMol25; level of theory: the ωB97M-V functional and the def2-TZVPD basis.

Orbital gap (spin up / spin down) = 7.912 / 7.082 eV
Charge = +1
Relative energy (zero: lowest compared OMol25 entry of this formula, charge and spin) = 214.2 kJ/mol
Multiplicity = 3

Atoms and positions in Å:
Ni: -2.587 0.641 2.151
C: 0.250 0.581 -1.224
C: 0.435 0.729 0.275
O: -0.744 0.473 1.080
H: -0.216 -0.369 -1.483
H: 1.219 0.503 -1.717
H: -0.375 1.350 -1.679
H: 0.857 1.706 0.512
H: 1.243 0.058 0.565
N: 4.198 0.116 -0.818
C: 5.271 -0.379 -1.507
C: 6.584 -0.249 -1.063
C: 6.853 0.478 0.113
C: 5.753 1.059 0.747
C: 4.448 0.897 0.239
H: 5.102 -1.006 -2.370
H: 7.411 -0.683 -1.606
H: 7.852 0.550 0.517
H: 5.815 1.595 1.683
H: 3.573 1.387 0.638
N: -1.511 5.103 -0.325
C: -1.567 5.990 -1.360
C: -0.418 6.183 -2.184
C: 0.735 5.476 -1.914
C: 0.764 4.614 -0.834
C: -0.329 4.445 -0.010
H: -2.463 6.584 -1.462
H: -0.475 6.879 -3.009
H: 1.590 5.553 -2.569
H: 1.653 4.063 -0.562
H: -0.314 3.978 0.963
N: -1.891 -3.726 -3.810
C: -0.824 -2.918 -4.221
C: -0.959 -1.530 -4.245
C: -2.133 -0.950 -3.730
C: -3.166 -1.767 -3.219
C: -3.022 -3.127 -3.313
H: 0.095 -3.410 -4.504
H: -0.040 -1.003 -4.453
H: -2.209 0.106 -3.513
H: -4.145 -1.398 -2.951
H: -3.771 -3.764 -2.865
N: -2.028 2.646 2.874
C: -2.806 3.751 2.780
C: -2.399 5.026 3.193
C: -1.247 5.057 3.944
C: -0.412 3.975 4.119
C: -0.790 2.797 3.443
H: -3.789 3.658 2.343
H: -2.963 5.942 3.096
H: -0.956 5.999 4.383
H: 0.458 4.119 4.743
H: -0.216 1.884 3.500
N: -3.056 -1.394 1.752
C: -3.712 -2.169 2.679
C: -4.162 -3.465 2.501
C: -3.776 -4.125 1.350
C: -3.005 -3.488 0.437
C: -2.690 -2.145 0.665
H: -3.879 -1.628 3.599
H: -4.681 -4.023 3.266
H: -4.026 -5.167 1.215
H: -2.818 -4.088 -0.441
H: -2.214 -1.569 -0.114
N: -1.607 -0.177 3.989
C: -1.727 0.246 5.253
C: -1.075 -0.239 6.391
C: -0.241 -1.375 6.237
C: -0.074 -1.858 4.933
C: -0.760 -1.260 3.893
H: -2.466 1.028 5.352
H: -1.417 0.145 7.341
H: 0.220 -1.899 7.062
H: 0.520 -2.701 4.614
H: -0.601 -1.469 2.845
N: -3.674 1.234 0.372
C: -4.893 0.715 -0.034
C: -5.510 0.944 -1.239
C: -4.802 1.706 -2.171
C: -3.625 2.348 -1.763
C: -3.093 2.031 -0.515
H: -5.351 0.029 0.663
H: -6.452 0.452 -1.431
H: -5.318 1.959 -3.086
H: -3.167 3.143 -2.331
H: -2.110 2.442 -0.342
N: 2.092 -5.468 -1.738
C: 0.881 -4.818 -1.817
C: 0.728 -3.612 -1.070
C: 1.786 -3.000 -0.411
C: 3.034 -3.581 -0.489
C: 3.141 -4.812 -1.147
H: 0.033 -5.120 -2.414
H: -0.266 -3.191 -1.025
H: 1.640 -2.117 0.192
H: 3.834 -3.133 0.082
H: 4.035 -5.417 -1.114
N: 4.186 -2.453 -4.968
C: 4.433 -1.208 -5.457
C: 3.711 -0.060 -5.030
C: 2.686 -0.234 -4.111
C: 2.443 -1.506 -3.563
C: 3.204 -2.578 -4.055
H: 5.225 -1.138 -6.188
H: 3.977 0.935 -5.353
H: 2.112 0.540 -3.622
H: 1.696 -1.688 -2.805
H: 3.025 -3.545 -3.607
C: 3.132 -1.240 3.562
Cl: 2.969 -2.891 2.828
Cl: 4.826 -0.840 3.421
H: 2.523 -0.533 2.998
H: 2.760 -1.143 4.582